[1]
# BrClFNO

2 unconnected molecules or ions with the total composition BrClFNO in a non-equilibrium geometry (ωB97M-V/def2-TZVPD, OMol25).

Structure (XYZ):
```
5
Properties=species:S:1:pos:R:3:forces:R:3
N -0.976 0.690 1.202 -0.3 0.0 -0.6
O -0.823 1.322 0.294 -2.7 -0.7 1.6
F -0.263 -1.456 -0.078 -3.9 2.1 3.4
Cl 1.094 1.512 -0.309 3.1 0.0 -1.3
Br 0.969 -2.069 -1.108 3.8 -1.3 -3.1
```
Positions in Å, forces in eV/Å.

Properties
Highest occupied orbital energy (spin up / spin down) in eV: -7.284 / -9.038
⟨S²⟩: 2.016
E_tot in Eh: -3263.73754
Multiplicity: 3
Kohn-Sham gap (spin up / spin down) in eV: 4.59 / 4.15



[2]
# BrClH2O2Si

2 unconnected molecules or ions with the total composition BrClH2O2Si in a non-equilibrium geometry (ωB97M-V/def2-TZVPD, OMol25).

Structure (XYZ):
```
7
Properties=species:S:1:pos:R:3:forces:R:3
O -0.362 1.030 0.135 -2.4 0.4 -0.7
Si 1.061 0.870 0.492 1.8 -0.6 0.8
O 1.949 -0.452 0.408 1.4 4.1 1.9
Br 2.281 2.332 1.479 0.1 0.2 0.0
H 1.790 -1.244 0.037 -1.2 -4.1 -2.0
Cl -3.698 1.026 -0.244 2.7 0.2 0.3
H -2.282 1.116 -0.085 -2.4 -0.2 -0.3
```
Positions in Å, forces in eV/Å.

Properties
Highest occupied orbital energy in eV: -10.672
E_tot in Eh: -3475.47812
SMILES: O=[Si](O)Br.Cl
Kohn-Sham gap in eV: 10.08



[3]
# BrClO3P

A molecular structure, BrClO3P in a non-equilibrium geometry (ωB97M-V/def2-TZVPD, OMol25).

Structure (XYZ):
```
6
Properties=species:S:1:pos:R:3:forces:R:3
O -0.251 -1.499 -0.092 -0.5 -2.9 -0.7
O -1.411 0.833 -0.765 0.2 -0.5 -0.4
O 1.265 0.563 0.026 -3.5 0.5 1.6
P -0.552 -0.104 -0.029 2.0 3.5 1.4
Cl 1.890 -0.116 -1.272 1.8 -0.8 -2.3
Br -0.940 0.322 2.132 0.0 0.2 0.4
```
Positions in Å, forces in eV/Å.

Properties
Highest occupied orbital energy in eV: -5.451
Charge: -1
E_tot in Eh: -3601.40505
Kohn-Sham gap in eV: 8.91



[4]
# BrCuMg

A molecular structure, BrCuMg in a non-equilibrium geometry (ωB97M-V/def2-TZVPD, OMol25).

Structure (XYZ):
```
3
Properties=species:S:1:pos:R:3:forces:R:3
Mg -2.301 -0.598 0.683 -1.2 -1.3 1.0
Cu -6.553 -1.613 2.902 0.6 -0.2 -0.2
Br -4.001 -2.328 2.012 0.6 1.5 -0.8
```
Positions in Å, forces in eV/Å.

Properties
Highest occupied orbital energy in eV: -18.990
Charge: +2
E_tot in Eh: -4413.87333
Kohn-Sham gap in eV: 6.82



[5]
# BrCuMg

A molecular structure, BrCuMg (ωB97M-V/def2-TZVPD, OMol25).

Structure (XYZ):
```
3
Properties=species:S:1:pos:R:3:forces:R:3
Cu 14.742 18.217 -8.292 0.2 0.1 0.0
Mg 18.637 21.754 -8.648 -0.3 -0.3 0.0
Br 16.887 20.211 -8.411 0.1 0.1 0.0
```
Positions in Å, forces in eV/Å.

Properties
Highest occupied orbital energy in eV: -19.449
Charge: +2
E_tot in Eh: -4413.89327
Kohn-Sham gap in eV: 7.90



[6]
# BrCuPt

A molecular structure, BrCuPt in a non-equilibrium geometry (ωB97M-V/def2-TZVPD, OMol25).

Structure (XYZ):
```
3
Properties=species:S:1:pos:R:3:forces:R:3
Pt -17.229 -7.643 27.573 1.1 0.4 -1.0
Cu -16.687 -6.529 23.207 0.1 0.0 0.1
Br -15.597 -7.000 25.870 -1.3 -0.4 1.0
```
Positions in Å, forces in eV/Å.

Properties
Highest occupied orbital energy (spin up / spin down) in eV: -20.746 / -20.605
⟨S²⟩: 2.007
Charge: +2
E_tot in Eh: -4332.91415
Multiplicity: 3
Kohn-Sham gap (spin up / spin down) in eV: 9.08 / 6.63



The lowest E_tot belongs to which entry? number 5